Record 1
# C6H8N

C6H8N as an isolated structure in a non-equilibrium geometry (ωB97M-V/def2-TZVPD, the Open Molecules 2025 dataset).

* M: 94.14 g mol⁻¹
* total charge: +1
* electronic energy: -7828.5840 eV
* Kohn-Sham gap: 10.74 eV

Each line ends with the Löwdin charge.
Atoms and positions in Å:
1 C -1.99227 1.45479 0.86712  0.37
2 C -1.00391 0.75139 1.30959  -0.18
3 C -0.62294 0.40951 -0.11181  -0.16
4 C 0.05183 -0.17310 1.74426  -0.03
5 C -0.92124 0.77075 -1.50643  0.04
6 C 1.52840 -1.00803 -0.29424  0.06
7 N 0.46111 -0.26031 0.33465  -0.01
8 H 0.64341 0.36887 2.44733  0.13
9 H -0.20424 -1.14808 2.34446  0.20
10 H -1.82433 1.39040 -1.54583  0.10
11 H -1.18702 -0.14661 -1.91938  0.10
12 H -0.13852 1.17661 -2.07159  0.10
13 H 2.34276 -1.35040 0.25438  0.10
14 H 1.84913 -0.46981 -1.12175  0.09
15 H 1.01784 -1.76599 -0.73076  0.08

Record 2
# C42H41Cl5N4OPdTe

C42H41Cl5N4OPdTe as an isolated structure (ωB97M-V/def2-TZVPD, the Open Molecules 2025 dataset).

* spin multiplicity: 2
* M: 1029.10 g mol⁻¹
* total charge: +1
* electronic energy: -125608.7688 eV
* Kohn-Sham gap (spin up / spin down): 5.68 / 4.17 eV

Each line ends with the Mulliken spin population.
Atoms and positions in Å:
1 Pd -3.45101 0.83703 -0.07310  0.00
2 C -1.23677 4.59680 0.22506  0.00
3 C -2.26964 5.51797 0.29148  0.00
4 C -3.57779 5.06729 0.29819  0.00
5 C -3.82595 3.70524 0.22026  0.00
6 N -2.81715 2.82145 0.11274  0.00
7 C -1.55694 3.25555 0.13639  0.01
8 C -5.18201 3.11314 0.30888  0.00
9 C -6.34356 3.85811 0.40105  0.00
10 C -7.55730 3.20237 0.54081  0.00
11 C -7.57711 1.82087 0.58605  0.00
12 C -6.38215 1.13052 0.46954  0.00
13 N -5.21677 1.76710 0.33654  0.00
14 H -0.20201 4.90645 0.24020  0.00
15 H -2.05976 6.57728 0.35112  0.00
16 H -4.39282 5.77080 0.37507  0.00
17 H -0.79425 2.49007 0.08659  0.00
18 H -6.31095 4.93653 0.36505  0.00
19 H -8.47496 3.77005 0.61301  0.00
20 H -8.50006 1.27118 0.69882  0.00
21 H -6.33264 0.04893 0.47048  0.00
22 Cl -1.47149 -2.70086 -1.95131  0.00
23 C -1.32792 -2.49843 -0.25401  0.00
24 C -1.36736 -1.20938 0.28477  0.01
25 C -1.11030 -1.06174 1.64343  0.01
26 Cl -1.04984 0.52783 2.32004  0.00
27 C -0.85226 -2.15843 2.46061  0.00
28 Cl -0.49764 -1.92655 4.12505  0.00
29 C -0.86935 -3.43899 1.91842  0.01
30 Cl -0.58043 -4.79982 2.92119  0.00
31 C -1.10456 -3.60757 0.55476  -0.01
32 Cl -1.09169 -5.17873 -0.12714  0.00
33 C -1.11163 1.23215 -2.48579  0.01
34 C -0.73010 0.28881 -1.37818  -0.01
35 O 0.44114 -0.16918 -1.37744  0.03
36 N -1.68275 -0.10197 -0.53735  0.01
37 Te 2.18918 -0.81884 0.43712  0.80
38 C 3.83279 -0.03795 1.51515  0.03
39 C 3.75050 1.25083 2.04688  -0.05
40 C 2.56862 2.16861 1.85881  0.05
41 C 4.83816 1.74499 2.76328  0.00
42 C 5.98480 0.99314 2.95842  0.01
43 C 7.15236 1.53244 3.73472  0.00
44 C 6.03101 -0.29317 2.42383  0.00
45 C 4.97855 -0.82885 1.70043  -0.07
46 C 5.10368 -2.22903 1.15733  0.06
47 C 3.23121 -1.24094 -1.31766  0.10
48 C 4.05508 -0.28898 -1.92511  -0.08
49 C 4.17577 1.13642 -1.45389  0.05
50 C 4.77559 -0.68054 -3.04879  -0.01
51 C 4.68367 -1.96149 -3.57402  0.03
52 C 5.46563 -2.35921 -4.79301  0.00
53 C 3.81932 -2.86863 -2.96696  0.00
54 C 3.07637 -2.53074 -1.84812  -0.07
55 C 2.14264 -3.54271 -1.24062  0.12
56 H -0.27214 1.87405 -2.74392  0.00
57 H -1.99867 1.81786 -2.25864  0.00
58 H -1.33999 0.61213 -3.35562  0.00
59 H 1.70555 1.67666 1.41043  0.01
60 H 2.84178 3.01048 1.21786  0.00
61 H 2.24514 2.57506 2.81765  0.00
62 H 4.78175 2.74595 3.17690  0.00
63 H 6.97190 2.55313 4.06678  0.00
64 H 8.05777 1.52479 3.12651  0.00
65 H 7.34624 0.91696 4.61435  0.00
66 H 6.91529 -0.89997 2.58520  0.00
67 H 5.91138 -2.75531 1.66237  0.00
68 H 5.31641 -2.22900 0.08658  0.00
69 H 4.18885 -2.80833 1.31094  0.00
70 H 3.22108 1.52117 -1.08851  -0.01
71 H 4.49516 1.77155 -2.27889  0.00
72 H 4.90666 1.23620 -0.65001  0.00
73 H 5.41538 0.04622 -3.53648  0.00
74 H 6.16283 -1.57832 -5.09081  0.00
75 H 4.79490 -2.55415 -5.63140  0.00
76 H 6.03072 -3.27363 -4.60968  0.00
77 H 3.71632 -3.86426 -3.38363  0.00
78 H 2.04823 -4.41472 -1.88396  0.00
79 H 1.14153 -3.12464 -1.11435  -0.05
80 H 2.49758 -3.88756 -0.26527  -0.01
81 C -4.59010 -0.97863 -2.59582  0.00
82 C -4.69324 -1.60410 -1.24129  0.00
83 C -5.20463 -2.82935 -0.86740  0.00
84 C -5.13201 -2.90354 0.54535  0.00
85 C -4.57718 -1.72218 0.99287  0.00
86 C -4.34103 -1.25150 2.39533  0.00
87 N -4.30124 -0.94367 -0.10648  0.00
88 H -5.47435 -1.19943 -3.19436  0.00
89 H -3.71928 -1.32612 -3.15390  0.00
90 H -4.51318 0.10916 -2.51346  0.00
91 H -5.61477 -3.57106 -1.53497  0.00
92 H -5.47361 -3.71399 1.17085  0.00
93 H -5.19587 -1.48563 3.03151  0.00
94 H -4.19176 -0.16887 2.42761  0.00
95 H -3.46654 -1.71061 2.86074  0.00

Record 3
# C3H6O

C3H6O in the gas phase in a non-equilibrium geometry (ωB97M-V/def2-TZVPD, the Open Molecules 2025 dataset).

* M: 58.08 g mol⁻¹
* electronic energy: -5251.5983 eV
* Kohn-Sham gap: 10.19 eV
* SMILES string: C=CCO

Each line ends with the Löwdin charge.
Atoms and positions in Å:
1 C -0.16086 -0.82748 0.17945  -0.38
2 C -0.31005 0.36395 -0.85431  -0.15
3 C 0.57667 1.29683 -0.45562  -0.03
4 H 0.37043 -1.22314 1.64123  0.18
5 H 0.28221 -1.86795 -0.04919  0.13
6 H -1.28280 -1.23694 0.45490  0.14
7 H -0.98227 0.23272 -1.84197  0.14
8 H 0.37486 2.17691 -1.08559  0.05
9 H 1.03367 1.27563 0.61153  0.11
10 O 0.09814 -0.19054 1.39956  -0.18

Record 4
# C4H9NO2

C4H9NO2 in the gas phase in a non-equilibrium geometry (ωB97M-V/def2-TZVPD, the Open Molecules 2025 dataset).

* M: 103.12 g mol⁻¹
* electronic energy: -9876.7226 eV
* Kohn-Sham gap: 10.04 eV
* SMILES string: COCCNC=O

Each line ends with the Löwdin charge.
Atoms and positions in Å:
1 C -2.12398 0.49878 1.10477  -0.12
2 O -1.26719 -0.30195 0.33915  -0.24
3 C -0.67301 0.29822 -0.76842  -0.12
4 C 0.78460 -0.82013 -1.14122  -0.07
5 N 1.48446 -0.89912 0.09852  -0.03
6 C 2.26896 0.13455 0.36145  -0.39
7 O 2.51414 0.93512 -0.52344  0.00
8 H -1.61028 1.42307 1.40699  0.09
9 H -3.01274 0.77936 0.52807  0.09
10 H -2.41370 -0.10536 1.97345  0.09
11 H -0.60033 1.43953 -0.63391  0.13
12 H -1.21174 0.11689 -1.68347  0.08
13 H 1.31014 -0.23919 -1.91150  0.09
14 H 0.75691 -1.89288 -1.47796  0.12
15 H 1.22183 -1.44932 0.89648  0.13
16 H 2.57194 0.08245 1.43107  0.14

Record 5
# C28H34CaF4N4O4S

C28H34CaF4N4O4S as an isolated structure (ωB97M-V/def2-TZVPD, the Open Molecules 2025 dataset).

* M: 638.74 g mol⁻¹
* total charge: -2
* electronic energy: -83885.8097 eV
* Kohn-Sham gap: 6.47 eV

Each line ends with the Löwdin charge.
Atoms and positions in Å:
1 Ca 0.22161 -1.12663 -0.94704  1.34
2 C 1.58739 -0.59102 -5.69285  -0.09
3 C 1.48300 -0.75744 -4.17665  -0.26
4 N 0.12636 -0.63244 -3.62819  -0.22
5 C -0.81041 -1.63174 -4.15037  -0.26
6 C -0.31699 -3.06476 -4.04229  -0.08
7 C -0.42647 0.70739 -3.81014  -0.20
8 C -1.38494 1.19608 -2.69112  -0.24
9 N -1.74052 0.14079 -1.77013  -0.08
10 C -2.75940 0.29972 -0.94755  -0.23
11 C -3.13676 -0.81847 -0.14036  -0.17
12 F -2.36412 -1.93623 -0.25158  0.04
13 C -4.20127 -0.82369 0.71311  -0.25
14 F -4.49058 -1.95383 1.40172  0.06
15 C -5.00667 0.29486 0.89844  0.01
16 C -4.64463 1.41326 0.17353  -0.24
17 F -5.36389 2.55674 0.33608  0.04
18 C -3.58250 1.44004 -0.70283  -0.15
19 F -3.30891 2.63743 -1.30275  0.03
20 H 2.63489 -0.65378 -5.99424  0.07
21 H 1.19781 0.37319 -6.03009  0.06
22 H 1.04624 -1.37641 -6.22462  0.06
23 H 2.09200 -0.00643 -3.67079  0.10
24 H 1.90024 -1.71667 -3.86414  0.08
25 H -1.05300 -1.40062 -5.20538  0.10
26 H -1.73669 -1.50675 -3.58548  0.10
27 H 0.52267 -3.26164 -4.71007  0.07
28 H -1.12832 -3.74552 -4.31323  0.07
29 H 0.02231 -3.31238 -3.03422  0.05
30 H -0.94075 0.76720 -4.78461  0.10
31 H 0.41430 1.40243 -3.85201  0.10
32 H -2.26851 1.63448 -3.17321  0.10
33 H -0.87580 2.00753 -2.15994  0.07
34 H -5.83163 0.29684 1.59144  0.11
35 O 3.37921 -3.36547 -0.26007  -0.37
36 S 2.49822 -2.86744 -1.30181  0.24
37 O 2.85443 -3.33693 -2.64337  -0.39
38 O 1.04854 -3.21598 -1.00688  -0.56
39 O 2.45531 -1.34576 -1.29406  -0.55
40 N 2.02994 1.65174 -1.26138  0.02
41 C 1.93833 2.97020 -0.65019  -0.29
42 C 1.00057 2.93219 0.55171  -0.29
43 N -0.33989 2.52247 0.17876  0.03
44 H 1.97290 0.94034 -0.54041  0.02
45 H 2.91074 1.48547 -1.73060  0.07
46 H 1.55783 3.68954 -1.38821  0.10
47 H 2.90894 3.35529 -0.30079  0.10
48 H 1.04191 3.90686 1.06421  0.10
49 H 1.39227 2.18561 1.24905  0.09
50 H -0.92656 3.28533 -0.12945  0.07
51 H -0.81158 2.01060 0.91197  0.04
52 C 3.53155 -0.28201 5.91727  -0.14
53 C 2.20481 -0.68234 5.82118  -0.11
54 C 1.58840 -0.80689 4.58614  -0.03
55 C 2.27857 -0.52677 3.39979  -0.20
56 C 3.62357 -0.15566 3.51787  -0.05
57 C 4.24067 -0.02610 4.75152  -0.12
58 C 1.69749 -0.62062 2.03934  -0.14
59 C 0.42256 -0.48013 1.63259  -0.14
60 C -0.63505 -0.13978 2.58107  -0.30
61 C -1.66451 -1.05018 2.87237  -0.07
62 C -2.67875 -0.73637 3.76078  -0.12
63 C -2.73439 0.51408 4.36733  -0.13
64 C -1.74496 1.44207 4.06894  -0.11
65 C -0.71349 1.12043 3.20199  -0.08
66 H 4.00911 -0.18646 6.88589  0.08
67 H 1.64168 -0.90708 6.72014  0.09
68 H 0.56053 -1.13590 4.53622  0.10
69 H 4.18417 0.02676 2.60799  0.11
70 H 5.28306 0.26910 4.80331  0.09
71 H 2.46062 -0.83530 1.28848  0.07
72 H -1.65437 -2.01963 2.38690  0.11
73 H -3.45061 -1.47151 3.95824  0.09
74 H -3.54333 0.76646 5.04257  0.08
75 H -1.76986 2.42577 4.52632  0.09
76 H 0.07533 1.84245 3.01884  0.10